# 1
Formula: C23H27N5PdSi
Source: OMol25
Level of theory: ωB97M-V/def2-TZVPD

The geometry in XYZ format:
```
57
C23H27N5PdSi | OMol25 | ωB97M-V/def2-TZVPD
Pd 0.3138 -0.0721 0.2598
C 6.7728 1.7502 0.0176
C 5.2730 1.8846 0.0492
C 4.6224 2.7011 0.9742
C 3.2462 2.7862 1.0390
C 2.3899 2.0808 0.1611
N 1.0289 2.0806 0.2452
C 0.3901 3.1112 0.8950
C 0.6345 4.4667 0.6031
C -0.0857 5.4959 1.1695
C -1.1291 5.2508 2.0648
C -1.9642 6.3726 2.6229
C -1.3819 3.9286 2.3793
C -0.6279 2.8864 1.8418
N -0.9147 1.5772 2.3829
C -1.1947 1.3213 3.6663
C -1.6845 0.0342 3.7657
C -1.6665 -0.4363 2.4555
N -1.2160 0.4912 1.6033
C 3.0733 1.2577 -0.7661
C 4.4587 1.1578 -0.8026
N 2.3664 0.4606 -1.7424
C 2.7044 0.3116 -3.0361
C 1.8758 -0.6348 -3.5939
C 1.0329 -1.0193 -2.5470
N 1.3310 -0.3566 -1.4376
H 7.2509 2.6270 0.4556
H 7.1472 1.6463 -1.0021
H 7.1172 0.8785 0.5801
H 5.2135 3.2740 1.6821
H 2.7917 3.4168 1.7922
H 1.4159 4.6865 -0.1146
H 0.1458 6.5188 0.8921
H -1.4237 7.3184 2.5746
H -2.2325 6.1969 3.6660
H -2.8945 6.5011 2.0643
H -2.1898 3.6847 3.0613
H -1.0311 2.0778 4.4159
H -1.9958 -0.4800 4.6582
H -1.9671 -1.3919 2.0601
H 4.9048 0.4708 -1.5147
H 3.4945 0.9087 -3.4580
H 1.8644 -0.9760 -4.6139
H 0.2117 -1.7158 -2.5392
C 0.2215 -3.3600 1.5990
Si 1.2369 -1.8198 1.3226
C 2.7851 -2.2557 0.3823
C 1.7152 -1.0615 2.9548
H 0.8439 -4.1119 2.0995
H -0.1344 -3.7864 0.6591
H -0.6443 -3.1663 2.2344
H 3.2896 -3.0793 0.9031
H 3.4671 -1.4024 0.3439
H 2.5800 -2.5727 -0.6415
H 2.3630 -1.7692 3.4875
H 0.8551 -0.8465 3.5879
H 2.2783 -0.1360 2.8050
```

Relative energy (zero: lowest compared OMol25 entry of this formula, charge and spin), kcal per mole: 13.3
Highest occupied orbital energy, eV: -6.41
F_max, eV/A: 1.1

---

# 2
Formula: C12H13ClN2O2PtS
Source: OMol25
Level of theory: ωB97M-V/def2-TZVPD

The geometry in XYZ format:
```
32
C12H13ClN2O2PtS | OMol25 | ωB97M-V/def2-TZVPD
Cl -4.2824 1.0840 -2.4770
C 0.6090 -2.0766 -2.2341
C 1.7488 -1.3257 -1.8278
C 1.5790 -0.0002 -2.2886
H 2.5946 -1.7042 -1.2809
C 0.3491 0.0817 -2.9964
C -0.2519 -1.2052 -2.9405
H -1.1971 -1.4708 -3.3832
H 0.4412 -3.1232 -2.0498
H 2.2696 0.8137 -2.1458
C -0.1960 1.2827 -3.6821
Pt -0.1122 -0.4641 -0.7008
C 0.1615 -1.6680 0.8148
C -2.0288 -0.6478 -0.2475
O 0.3456 -2.4020 1.6935
O -3.1570 -0.7851 -0.0171
H 0.1351 2.2006 -3.2019
H -1.2834 1.2762 -3.6961
H 0.1436 1.3160 -4.7197
C -1.6837 0.2901 3.0617
N -0.2573 0.5796 2.9263
C 0.6741 0.3146 3.8630
C 1.8989 0.7349 3.3881
N 1.7282 1.2555 2.1578
C 0.4130 1.1493 1.8954
S -0.2610 1.6731 0.5030
H -2.2519 0.6245 2.1722
H -1.8297 -0.8038 3.1914
H -2.0909 0.8155 3.9509
H 0.4762 -0.1450 4.8232
H 2.8471 0.6690 3.9048
H 2.4673 1.6603 1.5417
```

Relative energy (zero: lowest compared OMol25 entry of this formula, charge and spin), kcal per mole: 28.2
<S²>: 6.029
Highest occupied orbital energy (alpha / beta), eV: -13.75 / -16.26
F_max, eV/A: 6.1
2S+1: 5
Net charge: +2

---

# 3
Formula: C51H125N11O5
Source: OMol25
Level of theory: ωB97M-V/def2-TZVPD

The geometry in XYZ format:
```
192
C51H125N11O5 | OMol25 | ωB97M-V/def2-TZVPD
C 0.4583 -5.3043 1.0306
C 1.0828 -6.4157 0.1262
N 0.1524 -7.3446 -0.6176
C 0.8141 -8.0851 -1.7047
C 2.0024 -8.9800 -1.2518
C -1.0758 -6.6944 -1.1049
C -1.0161 -5.6385 -2.2335
H -0.4164 -5.6274 1.5950
H 0.0642 -4.4694 0.4513
H 1.1927 -4.7250 1.5903
H 1.6561 -5.8520 -0.6098
H 1.7629 -7.0683 0.6736
H -0.0515 -8.5479 -2.1788
H 1.0796 -7.3434 -2.4580
H 2.7735 -8.2881 -0.9129
H 1.7738 -9.8157 -0.5904
H 2.5270 -9.3961 -2.1119
H -1.5773 -6.4289 -0.1743
H -1.7767 -7.4754 -1.3996
H -0.1842 -4.9460 -2.1052
H -1.9786 -5.1299 -2.2881
H -0.8913 -6.0827 -3.2211
C 1.3656 -14.9382 -4.7801
C 0.9437 -13.9173 -5.8105
N 1.2732 -12.4936 -5.5679
C 0.5413 -11.8152 -4.4697
C -0.9297 -11.5865 -4.7627
C 2.7051 -12.2157 -5.4024
C 3.0750 -10.7520 -5.4835
H 0.7860 -14.8240 -3.8640
H 2.4108 -14.8364 -4.4882
H 1.3712 -15.9166 -5.2605
H 1.4953 -14.1436 -6.7229
H -0.1185 -14.0380 -6.0232
H 0.6618 -12.4874 -3.6201
H 0.8509 -10.8146 -4.1680
H -1.4999 -11.3115 -3.8753
H -0.8637 -10.8007 -5.5151
H -1.3903 -12.4944 -5.1521
H 3.0583 -12.7538 -6.2820
H 3.1216 -12.7072 -4.5231
H 3.1060 -10.2950 -4.4944
H 2.2987 -10.1859 -5.9983
H 4.0568 -10.5375 -5.9056
C 1.9343 -1.3076 1.7370
C 3.0954 -1.8754 0.9193
N 4.1281 -2.4930 1.8123
C 4.5786 -1.7090 2.9271
C 5.1559 -0.4076 2.5427
C 5.1988 -3.1880 1.1740
C 4.7191 -4.3393 0.2647
H 1.6639 -1.9868 2.5454
H 1.1054 -1.2665 1.0304
H 2.1845 -0.3895 2.2687
H 2.8573 -2.6943 0.2404
H 3.5150 -1.1313 0.2423
H 3.7800 -1.3180 3.5575
H 5.0419 -2.2978 3.7188
H 4.4057 0.1696 2.0023
H 5.5000 0.0166 3.4859
H 6.0685 -0.4007 1.9466
H 6.0144 -3.5920 1.7738
H 5.6781 -2.4714 0.5071
H 3.9136 -4.2490 -0.4641
H 4.5957 -5.3370 0.6861
H 5.4367 -4.6730 -0.4848
C 6.5016 -5.8932 -4.3093
C 5.1215 -5.6261 -5.0587
N 3.8870 -6.1024 -4.4359
C 3.8335 -7.5807 -4.3795
C 4.1343 -8.2887 -5.6422
C 3.6036 -5.4873 -3.1507
C 2.0787 -5.4808 -2.9042
H 6.5482 -6.8365 -3.7652
H 6.7159 -5.0840 -3.6111
H 7.3362 -5.8577 -5.0095
H 5.0323 -4.5398 -5.0488
H 5.0792 -5.8118 -6.1319
H 2.8917 -7.8990 -3.9326
H 4.6115 -7.8552 -3.6670
H 3.5638 -8.0003 -6.5250
H 3.9728 -9.3658 -5.6006
H 5.1808 -8.2225 -5.9400
H 4.1751 -5.9603 -2.3522
H 3.9032 -4.4398 -3.1847
H 1.6320 -4.6226 -3.4062
H 1.6337 -6.3817 -3.3266
H 2.0047 -5.2484 -1.8418
C 3.8332 -10.4538 1.3332
C 4.5395 -10.3811 -0.0861
N 4.2608 -9.0644 -0.7712
C 4.7877 -9.0920 -2.1535
C 4.0724 -10.1554 -3.0715
C 4.9938 -7.9997 -0.0462
C 4.5817 -6.5719 -0.5638
H 2.7790 -10.1767 1.3386
H 4.4219 -9.9524 2.1014
H 3.7308 -11.4979 1.6291
H 5.5832 -10.5260 0.1928
H 4.3514 -11.2302 -0.7432
H 4.6221 -8.0930 -2.5567
H 5.8618 -9.1810 -2.3161
H 4.1599 -9.9610 -4.1405
H 4.4939 -11.1591 -3.0175
H 3.0129 -10.2503 -2.8335
H 6.0748 -8.0438 -0.1794
H 4.7172 -7.9478 1.0069
H 5.1717 -6.0583 -1.3229
H 4.7290 -5.9457 0.3161
H 3.5358 -6.4417 -0.8419
C 10.0721 -8.6545 0.5349
C 9.3594 -7.2514 0.1674
N 8.1269 -7.3889 -0.6763
C 8.3101 -8.3677 -1.7381
C 9.3880 -8.0963 -2.7677
C 7.3857 -6.0951 -0.8513
C 7.6857 -5.3271 -2.2191
H 10.4112 -9.1920 -0.3506
H 9.3779 -9.3000 1.0730
H 11.0243 -8.4244 1.0128
H 8.9815 -6.6567 0.9991
H 10.1121 -6.6370 -0.3265
H 8.4291 -9.3609 -1.3052
H 7.3369 -8.4938 -2.2125
H 9.4993 -7.0680 -3.1119
H 10.3932 -8.3676 -2.4451
H 9.1287 -8.6326 -3.6805
H 7.6157 -5.4665 0.0089
H 6.3333 -6.3656 -0.7652
H 8.7559 -5.1999 -2.3823
H 7.3835 -4.2939 -2.3902
H 7.3721 -5.8732 -3.1087
C -0.9236 -11.7150 0.7523
C 0.1947 -11.3586 -0.3042
O -0.1400 -10.7944 -1.2943
N 1.4891 -11.6818 -0.1023
C 2.5326 -11.6357 -1.0411
H -1.7677 -11.9820 0.1165
H -1.1896 -10.9014 1.4271
H -0.8220 -12.4803 1.5219
H 1.6078 -12.1209 0.7995
H 2.4908 -11.2879 -2.0733
H 2.9868 -12.6264 -1.0613
H 3.1342 -10.8116 -0.6577
C 6.6074 -12.3273 -0.4116
C 6.5156 -13.1079 0.8306
O 6.1948 -14.3090 0.7635
N 6.9184 -12.4431 1.9268
C 7.0584 -13.0975 3.2287
H 7.4104 -11.6228 -0.1948
H 5.8420 -11.6365 -0.7653
H 6.9918 -12.9667 -1.2062
H 7.2254 -11.4810 1.9418
H 7.5876 -12.5051 3.9751
H 7.4808 -14.0979 3.1336
H 6.0673 -13.2392 3.6596
C 4.5918 -15.8196 1.3370
C 3.1586 -15.3590 1.5127
O 2.2809 -16.2018 1.7139
N 2.7530 -14.1445 1.4050
C 3.5979 -13.0623 1.0036
H 4.8896 -15.6982 0.2956
H 4.6140 -16.8526 1.6843
H 5.1408 -15.2267 2.0686
H 1.8295 -13.7430 1.4831
H 4.1504 -13.1448 0.0677
H 4.2973 -12.9224 1.8279
H 2.9865 -12.1723 0.8545
C 3.1787 -6.7546 1.8113
C 4.5217 -6.7313 2.6077
O 5.3631 -7.6464 2.5501
N 4.7232 -5.7040 3.3978
C 3.8535 -4.5949 3.8275
H 2.2835 -6.6145 2.4172
H 3.0241 -7.7406 1.3731
H 3.2357 -6.0020 1.0249
H 5.5477 -5.8652 3.9585
H 3.4026 -4.9169 4.7662
H 2.9636 -4.5329 3.2011
H 4.1774 -3.5622 3.6984
C 7.1947 -8.2821 1.2067
C 6.9406 -9.5459 2.0026
O 7.6279 -10.5253 1.6843
N 5.9032 -9.6467 2.8640
C 5.4414 -10.9498 3.3599
H 7.2871 -8.5103 0.1448
H 8.0276 -7.7723 1.6909
H 6.4182 -7.5309 1.3515
H 5.2476 -8.8866 2.7523
H 6.1182 -11.5463 3.9716
H 5.2282 -11.4737 2.4282
H 4.4181 -10.8891 3.7306
```

Relative energy (zero: lowest compared OMol25 entry of this formula, charge and spin), kcal per mole: 971.6
Highest occupied orbital energy, eV: -7.59
F_max, eV/A: 10.4

---

Among the records above, which one has the highest relative energy (zero: lowest compared OMol25 entry of this formula, charge and spin)?
C51H125N11O5